C17H31F3O2P2Zr | the ωB97M-V functional and the def2-TZVPD basis

```
56
Properties=species:S:1:pos:R:3:forces:R:3
P -0.6082 1.5099 -2.2002 0.282 0.360 0.955
P -0.3063 0.3992 2.4252 -0.144 0.538 -0.936
C 0.4030 1.1927 -0.5442 1.088 0.080 -0.446
C 0.2423 0.0077 0.5222 0.274 -0.014 0.277
H 0.5758 2.1563 -0.0055 -0.178 -0.479 -0.584
H 1.3288 0.8795 -1.0399 -0.232 0.322 0.047
H -0.4432 -0.8472 0.1262 0.772 0.298 0.256
H 1.1610 -0.5875 0.5688 -0.502 0.494 -0.352
C 1.3493 0.9133 2.9550 0.222 0.583 0.412
H 1.1815 1.7098 3.6931 0.392 -0.218 -0.129
H 1.9677 1.3070 2.1398 -0.225 -0.062 0.306
H 1.8454 0.0607 3.4386 -0.056 0.316 -0.133
C -0.6805 -0.9806 3.5252 -0.062 -0.287 -0.154
H 0.1752 -1.6494 3.6110 -0.382 -0.128 0.349
H -1.5761 -1.5018 3.1836 0.125 -0.027 0.214
H -0.9337 -0.5232 4.4855 0.195 0.049 0.022
C 0.6145 2.4342 -3.1294 0.541 0.213 -0.242
H 0.1491 3.2615 -3.6855 0.119 -0.274 0.150
H 1.0834 1.7500 -3.8501 0.033 0.244 0.167
H 1.3841 2.8325 -2.4521 -0.248 0.003 -0.291
C -1.1787 0.2712 -3.3861 0.100 -0.733 0.223
H -1.9572 -0.3699 -2.9618 0.197 0.013 -0.141
H -0.3252 -0.3192 -3.7367 -0.348 -0.111 0.040
H -1.6622 0.7614 -4.2368 0.369 0.386 0.092
Zr -1.7821 0.6186 0.2700 -1.851 0.893 1.539
C 0.1278 -2.8227 1.2275 1.260 -0.007 0.941
C 1.3310 -2.2300 1.4222 -0.531 -1.506 0.692
C 2.5272 -2.3676 0.5176 0.320 -0.227 0.139
C 2.1826 -2.5018 -0.9913 0.936 -0.643 -0.081
C 1.0130 -1.7171 -1.4976 -0.598 -0.901 -0.984
C -0.2599 -2.1679 -1.4653 1.392 -0.110 -0.967
C -0.6365 -3.5482 -1.0479 -0.717 -0.552 0.159
C -0.1094 -3.9778 0.3268 -0.010 -0.542 -0.352
C -2.0538 2.5674 -2.0377 -0.207 0.184 -0.261
H -0.7448 -2.5602 1.8164 0.423 -0.143 0.278
H 1.5497 -1.6726 2.3443 -0.385 0.032 -0.703
H 3.1489 -3.2256 0.8447 -0.280 0.289 -0.296
H 3.1920 -1.4999 0.6646 -0.269 -0.132 0.010
H 3.0848 -2.2132 -1.5560 -0.342 -0.059 0.176
H 2.0575 -3.5697 -1.2055 -0.194 0.220 -0.081
H 1.3004 -0.8514 -2.0979 -0.367 0.175 0.376
H -1.0807 -1.5996 -1.8988 0.390 -0.087 -0.093
H -0.3234 -4.2925 -1.7999 -0.100 0.382 0.063
H -1.7294 -3.5767 -1.0365 0.006 -0.222 0.005
H -0.8537 -4.6296 0.8160 0.345 0.159 -0.255
H 0.8024 -4.5798 0.2198 -0.228 0.204 0.062
H -2.5773 2.4399 -1.0743 -0.229 0.639 -0.584
H -2.7061 2.3143 -2.8896 0.025 0.131 0.485
H -1.7365 3.6061 -2.1800 -0.276 -0.016 0.472
F -0.7042 5.5430 2.6314 -1.119 -1.138 -0.759
C -1.6220 4.7294 2.0598 -0.700 0.793 0.704
F -2.5492 4.3800 2.9956 0.886 0.236 -0.826
F -2.2657 5.4268 1.0844 0.674 -0.826 0.626
C -0.9358 3.4297 1.5032 1.330 0.940 0.433
O 0.2834 3.3965 1.5615 -1.537 -0.598 -0.392
O -1.7202 2.4840 1.0264 -0.379 0.868 -0.629
```
Forces are in eV/Å.

The molar mass is 477.60 u. The total charge is +2. The LUMO energy (alpha / beta) is -7.7 / -7.7 eV. The total energy is -50215.2914 eV. The value obtained for the HOMO energy (alpha / beta) is -13.51 / -13.52 eV.

C4H15N3O2 | the ωB97M-V functional and the def2-TZVPD basis

```
24
Properties=species:S:1:pos:R:3:forces:R:3
C 1.4269 -0.8938 1.1861 -1.292 -0.622 0.046
N 1.9028 -0.2532 2.3958 0.240 0.832 0.271
C 0.4337 0.0334 0.3340 0.292 -2.174 1.329
C 1.1577 1.1281 -0.3808 1.987 1.910 1.198
O 1.6217 2.0413 0.6403 -0.056 0.922 0.293
N -0.3920 -0.8605 -0.4747 0.456 0.758 1.144
C -1.8041 -0.9340 -0.2143 -0.647 -0.955 -1.393
N -2.6440 0.1393 -0.8084 0.330 -0.003 0.278
H 2.2471 -1.2874 0.5796 0.104 0.440 -0.028
H 0.8648 -1.8098 1.4807 -0.035 0.539 -0.526
H 1.3113 -0.3519 3.2199 0.252 -0.232 -0.503
H 2.8580 -0.4715 2.6168 0.083 -0.037 0.164
H -0.1756 0.4764 1.1544 0.015 0.111 -0.822
H 2.1629 0.9356 -0.8708 -1.562 -0.885 -0.239
H 0.5495 1.7972 -0.9846 -0.316 -0.632 -0.548
H 1.6403 1.6454 1.5221 0.137 -0.469 -0.248
H -0.0465 -0.8858 -1.4186 -0.704 -0.251 -0.254
H -2.1137 -1.8916 -0.6866 -0.101 0.532 0.332
H -2.0911 -1.0038 0.8451 0.956 -0.136 -0.075
H -3.4924 -0.2645 -1.1824 -0.039 0.006 -0.111
H -2.9368 0.7604 -0.0613 0.031 0.216 -0.266
H -0.0937 0.4543 -3.2029 0.028 0.053 -0.001
H -1.4210 0.6454 -2.4270 -0.066 0.108 0.007
O -0.9656 0.8512 -3.2624 -0.093 -0.032 -0.045
```
Forces are in eV/Å.

The molar mass is 137.18 u. The total charge is 0. The LUMO energy is 0.7 eV. As for the structure (SMILES): NCN[C@@H](CN)CO.O. The total energy is -12955.4787 eV. The value obtained for the HOMO energy is -8.88 eV. As for the energy relative to the best compared isomer or geometry (same formula, charge and spin): 72.6 kJ/mol.

> Which of these has the highest molar mass?

C17H31F3O2P2Zr